This record from OMol25 describes C22H24N4O3S in the gas phase at a distorted geometry. The level of theory is the ωB97M-V functional and the def2-TZVPD basis.

The total charge is 0. The value obtained for the relative energy (zero: lowest compared OMol25 entry of this formula, charge and spin) is 38.4 kcal per mole. The energy is -46141.9994 eV. Its SMILES is CCOc1ccccc1NC(=O)CSc1nc2ccccc2nc1N1CCOCC1. The calculation puts the orbital gap at 7.919 eV.

CARTESIAN COORDINATES (ANGSTROEM)
1 H -0.38 2.37 2.07
2 C 5.56 -0.82 -1.14
3 H 4.68 -1.02 -1.77
4 H 1.87 -3.91 -0.41
5 H 4.05 2.20 0.61
6 C 2.86 -0.23 0.55
7 N 4.18 0.10 0.65
8 H 5.64 2.42 -1.32
9 C -2.28 1.19 -2.29
10 C 5.15 -0.94 0.33
11 C -0.24 -3.72 -0.09
12 O -3.91 0.60 0.90
13 C -1.05 -1.57 0.65
14 H -4.99 -1.13 1.18
15 C 4.75 1.40 0.38
16 C -0.48 2.26 -0.12
17 O 0.12 2.35 -1.16
18 H -5.95 0.37 1.09
19 H -4.96 -0.54 -3.40
20 C -4.92 0.07 2.97
21 H 4.25 1.37 -1.73
22 C -4.58 -0.06 -1.36
23 H 6.03 -0.78 0.97
24 H -5.76 -0.44 3.44
25 C -3.73 0.56 -0.46
26 N -1.75 1.80 0.03
27 H 5.64 1.51 1.00
28 H -5.48 -0.55 -1.02
29 S 1.88 2.36 1.24
30 N 2.60 -1.48 0.23
31 H -4.94 1.12 3.25
32 H -2.30 -3.26 0.32
33 H -1.84 -0.91 0.96
34 H 4.72 -1.91 0.53
35 O 6.08 0.46 -1.42
36 H -2.91 0.56 -4.23
37 H -1.38 1.67 -2.64
38 C -3.14 0.56 -3.18
39 C -4.28 -0.06 -2.72
40 C -5.02 -0.07 1.46
41 C -1.29 -2.88 0.30
42 C 1.33 -1.94 0.23
43 C -2.56 1.19 -0.94
44 C 1.76 0.65 0.87
45 H 6.35 -1.53 -1.39
46 C 0.11 2.78 1.19
47 H 0.08 3.87 1.21
48 H -2.12 1.71 0.96
49 H -3.99 -0.36 3.33
50 C 0.26 -1.08 0.60
51 C 1.05 -3.27 -0.12
52 C 5.15 1.47 -1.10
53 H -0.46 -4.74 -0.37
54 N 0.53 0.21 0.90

natural (NBO) atomic charge list, values in e, 5 entries: 0.23 -0.08 0.17 0.22 0.22



This record from OMol25 describes C22H24N4O4S in the gas phase. The level of theory is the ωB97M-V functional and the def2-TZVPD basis.

The total charge is 0. The value obtained for the relative energy (zero: lowest compared OMol25 entry of this formula, charge and spin) is 72.7 kcal per mole. The energy is -48189.0300 eV. Its SMILES is Cc1c(NC(=O)[C@@H]2CCCN2S(=O)(=O)c2ccccc2)c(=O)n(-c2ccccc2)n1C. The calculation puts the orbital gap at 8.446 eV.

CARTESIAN COORDINATES (ANGSTROEM)
1 S -1.89 1.31 1.27
2 H -0.85 0.18 -3.46
3 N -0.79 2.55 1.24
4 C 0.82 -0.50 -1.03
5 C 1.49 3.04 1.69
6 C 3.95 -5.99 -1.26
7 H 0.52 0.61 0.66
8 H -5.68 4.28 2.00
9 C -4.20 2.40 4.39
10 C 1.06 3.75 0.41
11 N 0.75 -2.25 -2.41
12 C -5.08 3.30 3.81
13 H -2.55 1.05 4.04
14 C 3.93 -3.58 -1.18
15 H 4.48 -6.92 -1.17
16 C 0.14 -1.07 -2.06
17 C 0.17 1.83 -0.96
18 H 1.33 -1.86 -4.40
19 O -1.35 0.18 1.97
20 H 0.19 1.74 2.90
21 H -1.63 -1.40 -3.20
22 C 0.86 -2.65 -3.80
23 H 0.85 -4.80 -1.91
24 H 0.80 4.79 0.62
25 H -0.13 -2.85 -4.19
26 C 0.15 2.67 2.34
27 H 2.10 3.67 2.33
28 H -0.91 3.62 -0.56
29 H 5.65 -4.78 -0.79
30 C -4.03 2.95 1.68
31 H -5.83 3.79 4.41
32 C -0.20 2.98 -0.02
33 H -0.19 3.47 3.01
34 O -2.38 1.12 -0.06
35 C 2.57 -3.59 -1.51
36 H -1.73 -0.11 -1.97
37 C -3.17 2.05 2.27
38 H 1.46 -3.55 -3.87
39 C 1.91 -4.80 -1.70
40 C 4.60 -4.78 -1.05
41 H -3.95 3.13 0.62
42 O 0.21 1.99 -2.16
43 C 1.96 -1.33 -0.70
44 N 1.90 -2.37 -1.62
45 C -3.24 1.77 3.62
46 H 2.06 2.14 1.45
47 H 1.82 3.73 -0.37
48 C -1.09 -0.58 -2.72
49 H 4.43 -2.65 -1.01
50 O 2.80 -1.20 0.17
51 H -4.27 2.18 5.45
52 C 2.60 -5.99 -1.58
53 N 0.52 0.68 -0.34
54 H 2.08 -6.92 -1.73
55 C -5.00 3.57 2.45

natural (NBO) atomic charge list, values in e, 5 entries: 2.32 0.26 -0.70 -0.05 -0.42



This record from OMol25 describes C22H24N4O5S in the gas phase at a distorted geometry. The level of theory is the ωB97M-V functional and the def2-TZVPD basis.

The total charge is 0. The value obtained for the relative energy (zero: lowest compared OMol25 entry of this formula, charge and spin) is 43.4 kcal per mole. The energy is -50236.5909 eV. Its SMILES is CCOC(=O)CSc1nnc(CNC(=O)c2ccccc2OC)n1-c1ccc(OC)cc1. The calculation puts the orbital gap at 9.080 eV.

CARTESIAN COORDINATES (ANGSTROEM)
1 H -7.34 1.40 -1.24
2 H -1.43 -5.03 0.17
3 H 6.33 5.61 -0.56
4 H 2.75 1.05 -1.94
5 C -6.32 1.51 -0.88
6 H -5.91 -0.57 -1.06
7 C 2.78 1.74 1.37
8 H 1.18 -5.11 1.79
9 H 4.95 5.16 -1.60
10 C 5.70 4.78 -0.89
11 C -3.73 -1.82 -0.71
12 C -4.21 0.50 -0.32
13 C -5.84 2.76 -0.54
14 O 1.23 -4.85 -0.26
15 C 0.31 -0.06 0.79
16 C 4.23 3.24 0.17
17 H -1.29 -5.06 1.94
18 N 1.54 0.03 0.18
19 H 0.51 -6.44 0.79
20 C -0.36 1.02 1.56
21 H -2.22 0.13 1.28
22 H -0.21 0.87 2.64
23 H -2.84 -2.44 -0.59
24 O -3.36 -0.56 -0.20
25 C 3.66 2.79 1.36
26 O 2.69 -3.65 0.97
27 H 0.05 2.00 1.28
28 C 2.20 -3.96 -0.08
29 C -3.72 1.77 0.04
30 H 2.36 1.39 2.30
31 H -3.99 -1.76 -1.77
32 C 2.44 1.11 0.18
33 C 0.57 -5.35 0.91
34 N -1.77 1.03 1.26
35 H 3.57 -3.95 -1.74
36 C -5.52 0.39 -0.78
37 O 5.09 4.28 0.28
38 N 0.63 -1.93 -0.22
39 C 2.66 -3.44 -1.44
40 H -4.56 -2.26 -0.15
41 C -2.31 2.01 0.50
42 H -0.73 -3.65 1.03
43 H 1.87 -3.59 -2.18
44 C 3.90 2.60 -1.02
45 H -4.12 3.84 0.16
46 H 3.94 3.29 2.28
47 H 6.32 4.02 -1.38
48 C -0.82 -4.73 1.02
49 C 3.01 1.54 -1.01
50 S 3.08 -1.68 -1.33
51 C -4.54 2.88 -0.09
52 H 4.32 2.91 -1.96
53 O -1.73 3.05 0.25
54 C 1.67 -1.18 -0.45
55 H -6.47 3.63 -0.63
56 N -0.21 -1.23 0.55

natural (NBO) atomic charge list, values in e, 5 entries: 0.21 0.20 0.20 0.22 -0.17



This record from OMol25 describes C22H24N4O5S2 in the gas phase at a distorted geometry. The level of theory is the ωB97M-V functional and the def2-TZVPD basis.

The total charge is 0. The value obtained for the relative energy (zero: lowest compared OMol25 entry of this formula, charge and spin) is 17.8 kcal per mole. The energy is -61071.0458 eV. Its SMILES is CC1(C)CC(=O)C(Sc2nnc(-c3ccc(NS(C)(=O)=O)cc3)n2Cc2ccco2)C(=O)C1. The calculation puts the orbital gap at 8.437 eV.

CARTESIAN COORDINATES (ANGSTROEM)
1 O 0.15 -0.06 -4.50
2 H -4.24 0.39 -6.72
3 C -4.26 -0.63 -6.36
4 O 1.36 3.13 7.00
5 C 3.32 1.45 0.60
6 C 3.77 0.80 1.71
7 C -0.31 0.58 1.24
8 C -0.82 -2.23 -4.21
9 H -5.26 -0.85 -6.01
10 H -1.76 0.55 -6.03
11 H -4.59 -0.08 -3.70
12 H 3.50 2.44 0.23
13 C 2.89 1.91 5.21
14 H -3.56 1.16 -4.42
15 H -3.17 -2.94 -5.59
16 H -4.27 -2.48 -4.28
17 H -0.54 -2.92 -5.01
18 C -0.49 -0.07 -0.05
19 C 1.57 -1.59 -0.08
20 O 2.51 0.67 -0.12
21 H -4.04 -1.30 -7.20
22 H 3.21 2.91 4.94
23 C -3.30 -2.27 -4.74
24 N -1.43 0.21 -0.90
25 C -0.23 -1.31 -1.79
26 H 2.75 1.29 4.33
27 H 0.19 -1.20 2.34
28 N -1.29 -0.57 -1.98
29 H -1.65 -1.10 -6.65
30 C 0.25 0.52 3.58
31 H 1.39 -2.37 0.66
32 H 0.12 3.56 4.87
33 C 3.18 -0.49 1.66
34 C -2.22 -2.61 -3.74
35 S 1.31 2.05 6.07
36 C -0.54 1.95 1.34
37 C -3.59 0.13 -4.08
38 H 3.30 -1.28 2.37
39 O 0.93 0.75 6.53
40 H 3.60 1.46 5.89
41 H -0.86 2.49 0.46
42 O -2.42 -3.18 -2.71
43 N 0.26 2.56 4.87
44 H -0.52 3.67 2.60
45 H -2.89 0.02 -3.25
46 C -0.74 -0.81 -4.77
47 H 0.51 -0.02 4.47
48 H 2.08 -2.04 -0.94
49 C 0.07 -0.13 2.38
50 H 4.44 1.17 2.45
51 C -0.35 2.61 2.53
52 N 0.33 -1.05 -0.57
53 C 2.42 -0.52 0.53
54 C -3.25 -0.81 -5.22
55 S 0.40 -2.48 -2.89
56 C -1.84 -0.50 -5.76
57 C 0.06 1.90 3.66

natural (NBO) atomic charge list, values in e, 5 entries: -0.51 0.21 -0.60 -0.94 0.10



This record from OMol25 describes C22H24N6PbSeSi as an isolated structure. The level of theory is the ωB97M-V functional and the def2-TZVPD basis.

The total charge is 0. The energy is -110616.8970 eV. The calculation puts the orbital gap at 7.255 eV.

CARTESIAN COORDINATES (ANGSTROEM)
1 H 2.17 -5.47 -3.16
2 H -0.21 -0.34 4.25
3 H -4.75 1.82 4.86
4 Pb -0.92 -0.55 -1.31
5 C 0.95 5.05 -1.85
6 C -2.83 0.97 4.49
7 N 0.30 1.54 -1.40
8 C 1.89 -2.34 -2.43
9 H 2.67 -0.05 -1.12
10 H 4.67 -3.63 -4.96
11 C -0.05 2.81 -1.84
12 N -0.82 1.13 1.49
13 H -2.73 0.52 5.47
14 C 3.02 -5.13 -2.56
15 C -1.95 1.42 2.25
16 C -0.20 5.49 -2.48
17 H 5.00 -1.70 -1.94
18 C -0.07 0.41 2.27
19 C -1.26 4.62 -2.78
20 H 4.04 -1.99 -4.84
21 H -0.28 6.54 -2.75
22 H 3.11 0.90 0.31
23 N -1.55 0.06 -3.46
24 H -4.97 2.84 2.63
25 H 2.84 3.23 -0.56
26 H -2.14 5.01 -3.28
27 C 3.81 -3.04 -4.66
28 C -4.08 2.28 2.87
29 C -3.95 1.70 4.14
30 H 1.76 5.72 -1.61
31 Se -3.51 1.38 -5.22
32 H 2.78 -5.32 -1.51
33 C -1.20 3.28 -2.47
34 H 1.49 -1.01 2.49
35 H 4.53 -2.88 -0.71
36 C -2.34 0.56 -4.17
37 H 1.72 -1.35 0.31
38 H -3.18 2.60 0.93
39 C 2.27 0.51 -0.28
40 C -3.09 2.15 1.91
41 Si 3.37 -3.33 -2.87
42 C 0.90 -1.68 -2.14
43 H -2.02 2.62 -2.72
44 H 2.97 -3.31 -5.30
45 C 1.29 -0.11 1.91
46 H 3.89 -5.75 -2.82
47 N -0.61 0.20 3.51
48 C -1.84 0.85 3.52
49 H 5.69 -3.32 -1.96
50 N 1.95 2.92 -0.91
51 N 1.43 -0.40 0.48
52 C 1.48 1.65 -0.85
53 C 4.78 -2.75 -1.77
54 C 0.99 3.69 -1.54
55 H 2.03 0.63 2.22

natural (NBO) atomic charge list, values in e, 5 entries: 0.24 0.42 0.22 1.25 -0.23



This record from OMol25 describes C22H24N7O2S5W as an isolated structure at a distorted geometry. The level of theory is the ωB97M-V functional and the def2-TZVPD basis.

The total charge is +2. The energy is -93712.3254 eV. The multiplicity is 2. The calculation puts the orbital gap (alpha / beta) at 6.171 / 5.623 eV.

CARTESIAN COORDINATES (ANGSTROEM)
1 S -0.43 5.41 -0.82
2 C -3.19 -1.78 -2.95
3 H 1.22 3.30 1.30
4 H -3.78 -0.88 -2.77
5 O -1.46 5.79 -1.71
6 N -1.00 -3.42 -2.37
7 C 3.85 5.95 -2.19
8 N -3.14 -2.58 -1.73
9 H 3.64 8.07 -1.92
10 H 3.03 -0.44 4.76
11 H -2.33 -4.41 -1.09
12 H -1.52 -3.19 -4.39
13 C 3.25 4.70 -2.09
14 N -0.11 3.63 -1.10
15 H -0.21 -0.36 -2.59
16 O -0.59 5.47 0.59
17 S 1.75 1.82 -1.24
18 H 1.26 7.93 -1.20
19 H -1.33 -4.55 0.96
20 H -0.38 2.89 1.98
21 H -2.53 -2.41 0.24
22 W -0.12 -0.43 0.69
23 C -0.38 -3.38 2.48
24 H -2.82 -4.35 -2.79
25 H 0.81 3.80 2.93
26 N 0.01 -2.14 2.25
27 C 1.53 -0.44 3.15
28 C 1.09 -1.82 3.06
29 N -1.13 -1.41 -0.99
30 C 1.24 1.73 2.74
31 C -0.37 -2.66 -1.32
32 H -3.13 -0.90 -0.51
33 H -1.81 -4.91 2.60
34 C 1.16 3.44 -1.38
35 C -1.55 -4.10 1.92
36 C 3.15 7.11 -1.86
37 H -0.04 -2.34 -3.90
38 C 0.68 3.00 2.20
39 H -0.32 -3.29 -0.42
40 C 1.82 7.04 -1.45
41 C 1.23 5.80 -1.36
42 H 3.79 3.81 -2.35
43 S -1.00 2.28 -0.54
44 H 4.86 6.02 -2.55
45 H -3.65 -2.36 -3.75
46 C 1.93 4.62 -1.64
47 C -2.35 -3.78 -1.99
48 H 0.64 -2.38 -1.62
49 N -1.83 -1.41 -3.33
50 S 2.41 1.78 3.99
51 H 2.32 -2.82 4.58
52 C -1.22 -0.65 -2.28
53 C 0.32 1.19 -0.47
54 H -2.42 -3.44 1.84
55 H -1.82 0.25 -2.11
56 S 0.58 -4.23 3.63
57 C 2.41 0.07 4.06
58 C 1.53 -2.83 3.86
59 C -1.05 -2.61 -3.59
60 N 0.89 0.51 2.38
61 C -2.54 -1.81 -0.67

natural (NBO) atomic charge list, values in e, 5 entries: 2.29 -0.08 0.23 0.21 -0.82